55
Properties=species:S:1:pos:R:3:mulliken_charge:R:1 method="wB97M-V/def2-TZVPD" homo_lumo_gap_ev="5.561 / 5.567" e_lumo_ha="-0.164 / -0.163" charge=+1
Pd -0.196 0.111 0.032 0.60
Cl 5.379 2.772 -4.351 -0.21
C 4.271 2.189 -3.170 0.17
C 4.564 2.356 -1.806 -0.59
C 3.709 1.866 -0.864 -0.59
C 2.501 1.178 -1.202 0.33
O 1.794 0.708 -0.255 -0.39
C 2.191 1.081 -2.607 0.76
C 0.949 0.530 -3.069 -0.31
O 0.050 0.033 -2.393 -0.45
C 3.101 1.574 -3.556 -0.90
H 5.467 2.873 -1.520 0.43
H 3.918 1.984 0.188 0.39
H 0.806 0.588 -4.162 0.31
H 2.869 1.472 -4.607 0.40
C 2.018 -4.893 -0.067 -0.91
N 1.466 -3.870 0.793 0.12
C 1.858 -3.802 2.187 -0.81
C 0.648 -2.924 0.340 0.64
C 0.202 -2.993 -1.095 -1.02
O 0.242 -2.034 1.118 -0.31
H 2.683 -5.528 0.511 0.30
H 2.591 -4.447 -0.882 0.34
H 1.229 -5.513 -0.496 0.31
H 2.373 -4.712 2.473 0.35
H 0.969 -3.675 2.806 0.24
H 2.509 -2.942 2.355 0.27
H -0.418 -3.875 -1.254 0.40
H 1.056 -3.047 -1.765 0.40
H -0.379 -2.095 -1.341 0.01
Se -2.492 -2.178 1.325 0.39
N -2.155 -0.650 0.471 -0.21
C -3.125 -0.434 -0.424 1.15
C -3.179 0.667 -1.298 -0.46
C -4.267 0.777 -2.119 -0.81
C -5.299 -0.191 -2.110 -0.52
C -5.256 -1.286 -1.294 -0.69
C -4.159 -1.435 -0.421 0.51
N -3.971 -2.426 0.442 -0.76
H -2.358 1.384 -1.295 0.37
H -4.351 1.620 -2.789 0.43
H -6.138 -0.054 -2.776 0.40
H -6.034 -2.032 -1.288 0.49
S -0.779 2.139 1.295 -0.24
C -0.311 1.145 2.600 0.46
N -1.268 0.420 3.252 0.03
C -1.019 -0.299 4.367 -0.34
C 0.227 -0.302 4.920 -0.62
C 1.252 0.437 4.292 -0.24
C 0.989 1.143 3.151 -0.69
H -2.206 0.441 2.860 0.31
H -1.849 -0.844 4.792 0.45
H 0.425 -0.857 5.822 0.45
H 2.243 0.444 4.720 0.45
H 1.750 1.719 2.646 0.42


50
Properties=species:S:1:pos:R:3:mulliken_charge:R:1 method="wB97M-V/def2-TZVPD" homo_lumo_gap_ev=8.994 e_lumo_ha=0.014
O -0.037 2.968 -2.559 -0.74
C -0.213 2.449 -1.471 -0.05
N 0.664 2.506 -0.449 0.19
H 0.460 2.014 0.408 0.03
C 1.962 3.125 -0.569 -1.01
H 2.023 3.981 0.113 0.32
H 2.026 3.492 -1.596 0.51
C 3.097 2.143 -0.278 -0.03
H 2.866 1.189 -0.754 -0.18
H 4.015 2.527 -0.726 0.42
C 3.341 1.931 1.222 -1.29
C 2.126 1.419 1.944 -0.38
C 1.678 0.118 1.735 0.53
C 0.550 -0.355 2.380 -0.67
C -0.141 0.469 3.254 -0.45
C 0.294 1.764 3.472 -0.88
C 1.420 2.236 2.818 -0.01
H 1.757 3.248 2.996 0.34
H -0.240 2.409 4.156 0.40
H -1.008 0.093 3.778 0.62
H 0.207 -1.363 2.207 0.44
H 2.224 -0.530 1.065 0.48
H 3.659 2.876 1.668 0.37
H 4.157 1.213 1.337 0.39
C -1.445 1.701 -1.157 0.65
C -2.601 1.591 -1.887 -0.73
C -3.452 0.742 -1.152 -0.65
C -2.760 0.387 -0.021 0.43
O -1.544 0.969 -0.021 -0.05
C -3.148 -0.452 1.117 -0.54
H -2.570 -0.188 2.000 -0.09
H -4.215 -0.363 1.312 0.55
S -2.892 -2.336 0.992 0.29
O -1.707 -2.617 1.795 -0.52
C -2.378 -2.543 -0.808 -1.50
C -0.938 -2.256 -1.035 0.57
C -0.534 -1.236 -1.890 -0.34
C 0.806 -0.956 -2.080 -0.52
C 1.754 -1.709 -1.408 0.30
C 1.375 -2.740 -0.563 -0.77
C 0.032 -3.013 -0.384 -0.34
H -0.263 -3.819 0.269 0.39
H 2.124 -3.326 -0.054 0.42
Cl 3.439 -1.378 -1.644 -0.20
H 1.106 -0.161 -2.745 0.45
H -1.270 -0.665 -2.434 0.58
H -3.037 -1.913 -1.400 0.44
H -2.606 -3.593 -0.996 0.60
H -4.448 0.443 -1.412 0.59
H -2.797 2.067 -2.825 0.60


67
Properties=species:S:1:pos:R:3:mulliken_charge:R:1 method="wB97M-V/def2-TZVPD" homo_lumo_gap_ev=10.133 smiles="O=C1OC[C@@H](F)O1.O=C1OC[C@@H](F)O1.O=C1OC[C@@H](F)O1.O=C1OC[C@@H](F)O1.O=C1OC[C@@H](F)O1.O=COCc1ccncc1" e_lumo_ha=0.000
O 1.993 0.658 2.529 -0.50
C 1.794 0.502 1.359 0.16
O 1.081 -0.533 0.884 -0.42
C 0.399 -0.234 -0.359 -0.70
C -0.940 0.398 -0.057 0.84
C -1.126 1.769 0.062 -0.13
C -2.406 2.241 0.318 -0.57
N -3.490 1.482 0.454 -0.62
C -3.280 0.171 0.362 -0.59
C -2.054 -0.423 0.113 -0.32
H 2.199 1.227 0.651 0.48
H 0.214 -1.189 -0.843 0.16
H 1.003 0.395 -1.009 0.40
H -0.288 2.446 -0.042 0.46
H -2.547 3.315 0.400 0.39
H -4.149 -0.473 0.472 0.37
H -1.953 -1.500 0.058 0.56
C 5.668 1.281 -0.900 -0.01
C 4.475 1.027 -1.786 0.19
O 4.664 1.956 -2.828 -0.32
C 6.015 2.166 -2.941 0.59
O 6.537 2.679 -3.868 -0.49
O 6.658 1.693 -1.845 -0.32
F 3.305 1.303 -1.137 -0.26
H 5.481 2.087 -0.191 0.01
H 5.992 0.395 -0.358 0.32
H 4.418 0.020 -2.203 0.30
C -2.999 -2.505 -4.139 -0.08
C -2.207 -3.212 -3.066 0.36
O -1.020 -2.437 -2.998 -0.33
C -1.349 -1.167 -3.379 0.62
O -0.667 -0.215 -3.190 -0.50
O -2.556 -1.147 -3.976 -0.34
F -1.887 -4.481 -3.411 -0.30
H -2.740 -2.859 -5.135 0.30
H -4.066 -2.580 -4.001 0.04
H -2.685 -3.223 -2.084 0.29
C -0.420 -0.473 5.502 -0.35
C 0.263 0.871 5.496 0.44
O 0.265 1.221 6.871 -0.34
C 0.278 0.057 7.582 0.60
O 0.536 -0.027 8.733 -0.49
O -0.036 -0.993 6.780 -0.33
F -0.447 1.797 4.805 -0.29
H -1.506 -0.372 5.460 0.27
H -0.086 -1.123 4.698 0.23
H 1.288 0.853 5.122 0.27
C 5.031 5.051 3.185 -0.43
C 4.812 3.631 2.721 0.27
O 5.654 3.549 1.582 -0.19
C 6.684 4.433 1.780 0.56
O 7.690 4.437 1.161 -0.48
O 6.385 5.288 2.788 -0.35
F 3.531 3.419 2.337 -0.27
H 4.371 5.749 2.667 0.29
H 4.914 5.174 4.258 0.31
H 5.103 2.866 3.443 0.27
C -7.647 -3.946 -3.361 -0.43
C -7.750 -5.400 -3.759 0.29
O -6.823 -5.488 -4.829 -0.33
C -5.871 -4.542 -4.622 0.68
O -4.823 -4.502 -5.175 -0.48
O -6.283 -3.650 -3.684 -0.31
F -8.984 -5.716 -4.210 -0.28
H -8.308 -3.318 -3.959 0.27
H -7.843 -3.773 -2.306 0.28
H -7.464 -6.106 -2.977 0.27


79
Properties=species:S:1:pos:R:3:mulliken_charge:R:1 method="wB97M-V/def2-TZVPD" homo_lumo_gap_ev=6.889 e_lumo_ha=0.063 charge=-1
Sr 1.903 0.006 -1.273 2.12
F -1.523 3.983 0.392 -0.18
C -2.083 2.803 0.599 0.51
F -2.337 2.662 1.900 -0.20
F -3.239 2.762 -0.066 -0.24
S -1.026 1.382 0.060 0.67
O 0.175 1.416 0.858 -0.40
O -1.920 0.275 0.184 -0.65
N -0.621 1.582 -1.446 -0.22
S 0.187 2.679 -2.238 0.66
O 1.064 1.951 -3.130 -0.38
O -0.632 3.732 -2.745 -0.66
C 1.445 3.571 -1.165 0.67
F 1.876 4.615 -1.865 -0.26
F 2.489 2.753 -0.947 -0.12
F 0.991 3.996 -0.001 -0.15
Se 4.630 -0.928 -4.842 -0.13
Se 3.981 -2.083 -2.942 0.21
C 2.204 -2.598 -3.507 0.24
C 1.932 -3.906 -3.858 -0.71
C 0.623 -4.235 -4.175 -0.17
C -0.344 -3.248 -4.146 -0.75
C 0.031 -1.965 -3.782 -0.33
N 1.281 -1.640 -3.462 0.09
C 4.349 0.867 -4.194 0.43
C 4.206 1.889 -5.125 -0.64
C 4.147 3.189 -4.648 -0.45
C 4.221 3.412 -3.283 -0.89
C 4.312 2.317 -2.437 -0.22
N 4.370 1.062 -2.887 -0.21
H 2.721 -4.643 -3.861 0.41
H 0.364 -5.255 -4.429 0.39
H -1.378 -3.466 -4.372 0.41
H -0.700 -1.166 -3.725 0.42
H 4.137 1.669 -6.182 0.38
H 4.031 4.016 -5.337 0.39
H 4.174 4.412 -2.873 0.45
H 4.319 2.417 -1.356 0.81
N 3.747 -2.525 1.076 -0.02
C 4.193 -1.219 1.085 0.02
N 5.098 -0.788 1.952 -0.56
N 5.295 0.499 1.612 -0.72
N 4.557 0.816 0.607 -0.50
N 3.833 -0.269 0.224 0.35
C 2.658 -3.025 0.399 0.02
N 2.246 -4.274 0.567 -0.55
N 1.186 -4.388 -0.256 -0.87
N 0.976 -3.282 -0.877 -0.22
N 1.912 -2.372 -0.498 0.47
H 4.084 -3.099 1.829 0.24
C -6.653 2.861 2.859 -1.36
C -5.721 1.771 2.350 -0.06
S -4.856 1.031 3.718 1.32
O -5.819 0.353 4.553 -0.69
O -4.000 2.032 4.310 -0.68
C -3.828 -0.179 2.926 0.51
C -2.911 -0.837 3.953 -1.71
N -1.836 -1.555 3.289 0.41
C -0.575 -1.081 3.125 0.85
N 0.174 -1.891 2.401 -0.42
C -0.615 -2.943 2.064 -0.49
C -1.862 -2.755 2.595 -0.02
N -2.989 -3.607 2.496 1.05
O -4.042 -3.242 3.015 -0.68
O -2.854 -4.651 1.889 -0.65
C -0.094 0.195 3.721 -1.56
H -7.184 3.310 2.021 0.41
H -6.087 3.640 3.368 0.35
H -7.383 2.450 3.554 0.35
H -4.961 2.163 1.673 -0.04
H -6.262 0.964 1.855 0.44
H -3.242 0.340 2.167 -0.44
H -4.477 -0.916 2.454 0.58
H -3.473 -1.515 4.587 0.19
H -2.448 -0.074 4.576 0.69
H -0.270 -3.768 1.463 0.67
H -0.056 0.130 4.811 0.47
H -0.729 1.039 3.451 0.26
H 0.908 0.381 3.343 0.24


53
Properties=species:S:1:pos:R:3:mulliken_charge:R:1 method="wB97M-V/def2-TZVPD" homo_lumo_gap_ev=8.802 smiles="COCCNC(=O)c1c(CSc2ccc(F)cc2)noc1C(=O)NCc1ccccc1" e_lumo_ha=0.000
C 0.578 5.479 1.237 -0.78
H 1.288 6.299 1.067 0.30
O 0.855 4.384 0.407 -0.24
C 2.136 3.839 0.619 -0.63
C 2.315 2.634 -0.303 -0.92
N 1.433 1.550 0.057 0.43
C 1.846 0.573 0.874 0.66
O 2.992 0.472 1.286 -0.68
C 0.819 -0.441 1.243 0.93
C -0.560 -0.414 1.258 0.35
O -1.016 -1.560 1.809 -0.24
N 0.024 -2.346 2.147 -0.83
C 1.123 -1.716 1.830 -0.31
C 2.450 -2.339 1.992 -0.77
H 2.459 -3.033 2.829 0.53
H 3.228 -1.583 2.075 0.27
S 2.813 -3.380 0.514 -0.16
C 2.837 -2.074 -0.705 -0.08
C 3.993 -1.334 -0.896 -0.34
C 3.995 -0.285 -1.795 -0.33
C 2.830 0.001 -2.485 0.24
C 1.673 -0.738 -2.320 -0.48
C 1.684 -1.788 -1.419 -0.39
H 0.799 -2.389 -1.269 0.49
H 0.787 -0.484 -2.879 0.48
F 2.823 1.036 -3.350 -0.40
H 4.878 0.313 -1.958 0.47
H 4.881 -1.573 -0.332 0.43
C -1.584 0.547 0.783 0.41
O -1.323 1.469 0.027 -0.89
N -2.813 0.301 1.264 -0.14
H -2.966 -0.531 1.814 0.27
C -3.977 1.056 0.845 -1.14
C -4.840 0.238 -0.082 0.67
C -6.071 -0.251 0.329 -0.47
C -6.837 -1.023 -0.528 -0.53
C -6.373 -1.319 -1.798 -0.40
C -5.142 -0.838 -2.212 -0.63
C -4.379 -0.062 -1.358 -0.22
H -3.420 0.320 -1.678 0.44
H -4.777 -1.065 -3.203 0.39
H -6.970 -1.922 -2.465 0.38
H -7.797 -1.396 -0.202 0.37
H -6.437 -0.022 1.320 0.32
H -4.541 1.356 1.733 0.45
H -3.602 1.947 0.334 0.33
H 0.439 1.682 -0.130 0.28
H 3.343 2.271 -0.220 0.42
H 2.099 2.931 -1.331 0.32
H 2.912 4.590 0.401 0.46
H 2.250 3.522 1.668 0.36
H 0.617 5.197 2.297 0.32
H -0.427 5.812 0.986 0.23


50
Properties=species:S:1:pos:R:3:mulliken_charge:R:1 method="wB97M-V/def2-TZVPD" homo_lumo_gap_ev=6.084 e_lumo_ha=0.085 charge=-1
K 2.837 -0.601 -1.443 0.59
O 5.021 -0.219 -1.059 -0.92
N 5.316 0.700 -0.180 0.56
C 6.169 0.399 0.821 -0.20
C 6.504 1.294 1.806 -0.73
C 5.936 2.568 1.767 -0.07
C 5.070 2.879 0.747 -0.77
C 4.734 1.952 -0.263 0.17
S 3.656 2.318 -1.515 -0.45
H 6.560 -0.607 0.787 0.39
H 7.187 0.995 2.588 0.36
H 6.167 3.297 2.533 0.36
H 4.595 3.846 0.683 0.35
C -1.327 -1.113 -2.818 -1.43
Ge -0.274 -0.697 -1.129 0.69
C -1.201 -1.939 0.172 -0.27
C -1.054 -1.737 1.547 -0.62
C -1.572 -2.624 2.479 -0.50
C -2.250 -3.762 2.057 -0.42
C -2.409 -3.990 0.697 -0.60
C -1.892 -3.087 -0.224 0.23
C -1.151 1.057 -0.586 -0.24
C -0.285 2.121 -0.462 -0.30
C -0.716 3.430 -0.162 -0.88
C -2.045 3.692 0.004 -0.76
C -2.991 2.646 -0.105 0.88
C -4.375 2.897 0.058 -0.84
C -5.290 1.886 -0.027 -0.35
C -4.852 0.568 -0.263 -1.01
C -3.522 0.298 -0.430 -0.04
C -2.543 1.322 -0.381 0.88
H -2.416 -1.116 -2.726 0.36
H -1.019 -2.081 -3.228 0.38
H -1.062 -0.358 -3.564 0.40
H -0.526 -0.851 1.893 0.33
H -1.449 -2.435 3.540 0.35
H -2.653 -4.461 2.781 0.35
H -2.946 -4.870 0.356 0.37
H -2.038 -3.273 -1.285 0.27
H 0.777 1.965 -0.624 0.10
H 0.016 4.225 -0.075 0.41
H -2.400 4.694 0.222 0.32
H -4.695 3.915 0.259 0.33
H -6.347 2.093 0.092 0.37
H -5.581 -0.234 -0.303 0.40
H -3.189 -0.718 -0.581 0.19
N 1.622 -3.945 -1.208 -0.65
H 1.633 -4.107 -0.207 0.26
H 1.479 -4.844 -1.653 0.22
H 0.791 -3.387 -1.387 0.17


59
Properties=species:S:1:pos:R:3:lowdin_spin:R:1 method="wB97M-V/def2-TZVPD" homo_lumo_gap_ev="6.192 / 5.898" s_squared=2.03 e_lumo_ha="0.071 / 0.048" multiplicity=3 charge=-1
Mo -0.683 0.051 0.157 1.65
C -3.823 1.385 -0.394 0.00
C -2.842 0.685 -1.274 -0.01
N -2.492 -0.555 -1.033 0.05
N -2.135 -1.317 -2.147 0.03
C -1.149 -2.115 -1.988 0.02
S -0.094 -2.205 -0.611 0.05
S -0.763 -3.219 -3.331 0.00
C -1.296 -2.260 -4.794 0.00
C -2.689 -2.539 -5.297 0.00
C -2.943 -3.671 -6.067 0.00
C -4.217 -3.935 -6.546 0.00
C -5.258 -3.060 -6.266 0.00
C -5.013 -1.925 -5.506 0.00
C -3.737 -1.666 -5.024 0.00
C -2.382 1.336 -2.498 0.00
C -3.183 2.066 -3.367 0.00
C -2.649 2.594 -4.529 0.00
C -1.295 2.406 -4.797 0.00
C -0.471 1.725 -3.918 0.00
C -0.996 1.192 -2.733 0.00
O -0.225 0.585 -1.857 0.00
H -3.903 0.914 0.582 0.00
H -4.791 1.288 -0.901 0.00
H -3.589 2.442 -0.302 0.00
H -0.570 -2.529 -5.562 0.00
H -1.165 -1.205 -4.558 0.00
H -2.131 -4.355 -6.290 0.00
H -4.397 -4.821 -7.141 0.00
H -6.255 -3.263 -6.638 0.00
H -5.819 -1.236 -5.287 0.00
H -3.546 -0.788 -4.425 0.00
H -4.237 2.192 -3.143 0.00
H -3.273 3.142 -5.221 0.00
H -0.872 2.816 -5.707 0.00
H 0.586 1.605 -4.119 0.00
N 1.515 0.703 -0.073 -0.01
C 2.839 0.283 0.432 0.00
C 3.199 -1.154 0.097 0.00
N 2.512 -2.088 0.967 0.00
H 1.492 0.624 -1.090 0.00
H 1.388 1.697 0.119 0.00
H 2.868 0.426 1.512 0.00
H 3.588 0.949 -0.006 0.00
H 4.296 -1.231 0.141 0.00
H 2.907 -1.369 -0.935 0.00
H 2.788 -1.990 1.934 0.00
H 2.626 -3.048 0.673 0.00
S -1.928 -1.597 7.432 0.00
C -1.666 -1.228 5.847 0.00
S -2.815 -1.530 4.591 0.00
C -1.866 -0.913 3.264 0.01
C -0.655 -0.441 3.580 0.01
S 0.400 0.164 2.352 0.06
S -0.206 -0.508 5.264 0.00
S -2.408 -0.952 1.620 0.04
S -1.514 4.929 0.552 0.04
C -1.201 3.350 0.440 0.03
N -0.982 2.203 0.339 0.01


51
Properties=species:S:1:pos:R:3:mulliken_charge:R:1 method="wB97M-V/def2-TZVPD" homo_lumo_gap_ev=7.693 smiles="COCCNC(=O)COC(=O)c1cc(-c2ccc(OC)cc2)nc2ccccc12" e_lumo_ha=-0.023
C -0.723 -3.119 0.280 -0.63
H -1.518 -3.065 1.022 0.28
O -0.251 -4.443 0.288 -0.45
C 0.502 -4.820 -0.839 -0.43
C 1.901 -4.183 -0.929 -0.86
N 1.892 -2.862 -1.516 -0.02
C 2.042 -2.670 -2.839 0.50
O 2.250 -3.557 -3.636 -0.67
C 1.965 -1.208 -3.287 -0.41
H 2.986 -0.852 -3.477 0.31
H 1.391 -1.158 -4.215 0.33
O 1.338 -0.363 -2.334 -0.30
C 2.099 0.574 -1.727 0.39
O 3.273 0.711 -1.959 -0.62
C 1.298 1.354 -0.749 0.45
C 0.150 0.804 -0.228 0.03
C -0.594 1.503 0.751 0.10
N -0.212 2.680 1.191 -0.56
C 0.888 3.260 0.687 -0.19
C 1.237 4.537 1.176 -0.49
C 2.341 5.182 0.697 -0.54
C 3.140 4.581 -0.288 -0.67
C 2.833 3.342 -0.782 -0.65
C 1.707 2.644 -0.306 0.78
H 3.455 2.886 -1.534 0.49
H 4.007 5.107 -0.660 0.41
H 2.606 6.161 1.069 0.39
H 0.599 4.977 1.927 0.47
C -1.804 0.929 1.345 0.08
C -2.218 1.368 2.606 -0.59
C -3.339 0.844 3.202 -0.56
C -4.096 -0.137 2.553 0.97
C -3.703 -0.565 1.289 -0.60
C -2.570 -0.036 0.699 -0.85
H -2.306 -0.367 -0.294 0.50
H -4.273 -1.306 0.751 0.41
O -5.181 -0.593 3.228 -0.47
C -5.987 -1.581 2.632 -0.81
H -6.779 -1.787 3.349 0.25
H -6.431 -1.226 1.696 0.33
H -5.423 -2.500 2.443 0.33
H -3.661 1.173 4.178 0.43
H -1.634 2.126 3.103 0.45
H -0.168 -0.177 -0.543 0.49
H 1.678 -2.072 -0.928 0.07
H 2.520 -4.808 -1.577 0.47
H 2.345 -4.132 0.067 0.39
H 0.615 -5.903 -0.744 0.32
H -0.047 -4.599 -1.766 0.34
H -1.125 -2.848 -0.703 0.35
H 0.059 -2.404 0.563 0.25


Computed values of E_tot (unit: Eh) for the preceding records, in sequence: -4683.74663, -1990.39362, -2684.75482, -8902.24186, -1814.81975, -4111.36169, -4454.42408, -1337.27307.